Run i
The following is a DFT calculation (ωB97M-V with the def2-TZVPD basis set) of C5H4S in the gas phase.

Element x y z (Å)
C (-1.46165, -2.46480, -2.50010)
C (-0.91749, -1.85726, -1.63673)
C (-0.24994, -1.16235, -0.59235)
C (0.28035, -0.53547, 0.31942)
C (0.80352, 0.35861, 1.34034)
S (0.49396, 2.13309, 0.98471)
H (-1.85044, -2.96813, -3.33353)
H (0.32739, 0.10754, 2.27106)
H (1.86905, 0.23086, 1.57331)
H (1.02183, 2.46791, 2.15032)

Orbital gap in eV: 10.01
HOMO level in hartree: -0.3427
Lowest unoccupied orbital energy in eV: 0.679

Run ii
The following is a DFT calculation (ωB97M-V with the def2-TZVPD basis set) of C5H4S in the gas phase.

Element x y z (Å)
C (-3.30755, 0.16188, -0.14026)
C (-2.18592, -0.53991, 0.10013)
C (-0.91738, -0.06112, 0.11438)
C (0.11813, 0.54253, -0.07848)
C (1.41842, 0.95098, 0.02938)
S (2.36782, -0.47104, -0.06840)
H (-4.24252, -0.35464, -0.21016)
H (-3.59598, 1.14923, -0.32589)
H (-2.64101, -1.56768, 0.72081)
H (1.84031, 1.98351, 0.75871)

Orbital gap in eV: 7.06
HOMO level in hartree: -0.3140
Lowest unoccupied orbital energy in eV: -1.487

It is run i that is the most stable of them.

Run i
The following is a DFT calculation (ωB97M-V with the def2-TZVPD basis set) of a molecular structure, C51H66BN10Re.

Element x y z (Å)
Re (-0.50131, -0.93615, 0.15789)
C (-4.04639, -5.95970, -1.36923)
C (-4.33041, -5.00519, -0.20132)
C (-3.71784, -3.65544, -0.41406)
C (-4.26895, -2.57965, -1.01750)
C (-5.66540, -2.43010, -1.52697)
C (-6.56339, -1.70732, -0.51184)
C (-3.26786, -1.49845, -1.01765)
C (-3.38021, -0.27503, -1.57533)
C (-2.34310, 0.79552, -1.55106)
C (-2.69929, 2.29774, -1.02961)
C (-4.18639, 2.48236, -0.76538)
C (-5.01137, 2.67960, -2.03928)
C (-0.88550, 3.53319, -1.36616)
C (0.15192, 2.39929, -0.97883)
C (1.63224, 2.68032, -0.97487)
C (2.72672, 1.97550, -0.68841)
N (1.10724, -0.02066, 0.61287)
C (2.47532, -0.28109, 0.64648)
C (2.79964, -1.70477, 0.98874)
C (1.88005, -2.69157, 1.04020)
N (0.49047, -2.60631, 0.76438)
C (-0.05267, -3.84629, 0.83256)
C (-1.37573, -4.15825, 0.52787)
C (-2.34796, -3.29736, -0.02589)
N (-2.13162, -2.01295, -0.34451)
C (0.99333, -4.79581, 1.25081)
C (2.14792, -4.10890, 1.36745)
C (3.50608, -4.64116, 1.69475)
C (4.33059, -4.92793, 0.43152)
C (0.75393, -6.26059, 1.43905)
C (0.68279, -7.01926, 0.10575)
C (4.48625, 1.25072, 0.30597)
C (4.03066, 2.58234, -0.25053)
C (4.73121, 3.75876, -0.85895)
C (4.97541, 3.57798, -2.35673)
C (5.86287, 0.67309, 0.52364)
C (6.62309, 0.24790, -0.73400)
N (-1.09825, 0.37885, -0.98688)
C (-0.41321, 4.93555, -1.63487)
C (0.28718, 5.05112, -2.98912)
H (-4.51982, -6.92834, -1.20588)
H (-2.97276, -6.12146, -1.48803)
H (-4.42503, -5.54460, -2.30425)
H (-3.94562, -5.43591, 0.72543)
H (-5.40750, -4.89624, -0.06723)
H (-6.07947, -3.41482, -1.74726)
H (-5.65622, -1.87607, -2.46812)
H (-6.61456, -2.26772, 0.42305)
H (-7.57598, -1.59532, -0.90088)
H (-6.17198, -0.71347, -0.28356)
H (-4.32195, -0.05251, -2.06270)
H (-4.35420, 3.33479, -0.10854)
H (-4.54863, 1.60854, -0.21465)
H (-4.82397, 3.66278, -2.47388)
H (-6.07891, 2.61247, -1.82515)
H (-4.77678, 1.93620, -2.80683)
H (1.83498, 3.75129, -1.03608)
H (3.83126, -1.96694, 1.19799)
H (-1.67336, -5.18885, 0.66832)
H (3.40351, -5.55658, 2.27817)
H (4.03584, -3.92525, 2.32589)
H (3.83181, -5.67135, -0.19132)
H (5.31961, -5.30615, 0.69053)
H (4.45570, -4.02364, -0.16779)
H (-0.17892, -6.40260, 1.99071)
H (1.54864, -6.68250, 2.05428)
H (-0.09421, -6.60967, -0.54250)
H (0.46616, -8.07469, 0.27339)
H (1.63128, -6.94792, -0.42911)
H (5.67551, 3.92613, -0.33499)
H (4.12179, 4.65386, -0.69650)
H (5.59385, 2.70012, -2.55277)
H (5.48660, 4.44691, -2.77189)
H (4.03213, 3.45093, -2.89141)
H (5.77008, -0.17297, 1.21157)
H (6.45887, 1.42098, 1.05281)
H (6.20210, -0.64347, -1.19520)
H (7.66099, 0.02841, -0.48278)
H (6.62433, 1.04530, -1.47920)
H (0.24349, 5.27345, -0.82611)
H (-1.28008, 5.60294, -1.62148)
H (1.11724, 4.34573, -3.07547)
H (0.67972, 6.05589, -3.14786)
H (-0.41160, 4.83618, -3.80091)
C (-1.39483, 1.07658, -4.11104)
C (-1.49656, 1.51535, -2.68502)
C (-1.96588, 2.90186, -2.26708)
C (-1.61331, 3.08134, -0.08162)
C (-2.21112, 4.08169, 0.87340)
N (-0.43109, 2.33105, 0.35986)
N (-0.29517, 1.20601, -1.81398)
B (0.11438, 2.37770, 1.79099)
N (1.67152, 1.88428, 1.83782)
N (1.77683, 0.47035, 1.73506)
C (3.26012, 0.55797, -0.32850)
C (3.52386, -0.21676, -1.61516)
C (4.01509, 2.32693, 1.28215)
C (2.72856, 2.61571, 1.94238)
C (2.62985, 3.97200, 2.57467)
N (-0.76873, 1.44268, 2.67424)
N (-0.95907, 0.11846, 2.38556)
C (-1.65494, -0.40541, 3.38491)
C (-2.02629, -1.85461, 3.39006)
C (-1.91446, 0.57516, 4.35343)
C (-1.32993, 1.72706, 3.86942)
C (-1.30936, 3.08442, 4.49557)
H (-2.37082, 1.13735, -4.59723)
H (-0.70063, 1.72621, -4.65081)
H (-1.03106, 0.05002, -4.17554)
H (-2.46921, 3.52300, -3.00777)
H (-2.88893, 4.76064, 0.35283)
H (-2.76242, 3.58635, 1.67660)
H (-1.41701, 4.68220, 1.31983)
H (0.11801, 3.47525, 2.28722)
H (2.56405, -0.45335, -2.08005)
H (4.10909, 0.37882, -2.31788)
H (4.05034, -1.15194, -1.41878)
H (4.85413, 2.82164, 1.75877)
H (3.60667, 4.25778, 2.96464)
H (2.33415, 4.72647, 1.83890)
H (1.90055, 3.98063, 3.37824)
H (-1.16793, -2.47041, 3.11674)
H (-2.36423, -2.15531, 4.38031)
H (-2.83039, -2.06515, 2.67980)
H (-2.45257, 0.46078, 5.28146)
H (-1.72954, 3.01981, 5.49750)
H (-0.29986, 3.48698, 4.57173)
H (-1.90386, 3.79867, 3.92358)

Orbital gap (spin up / spin down) in eV: 5.91 / 6.30
Multiplicity: 4
HOMO level (spin up / spin down) in hartree: -0.3402 / -0.3588
Lowest unoccupied orbital energy (spin up / spin down) in eV: -3.350 / -3.466
Total charge: +1
Expectation value of S²: 3.86

Run ii
The following is a DFT calculation (ωB97M-V with the def2-TZVPD basis set) of a molecular structure, C51H66BN10Re.

Element x y z (Å)
Re (0.36965, -0.64611, 0.78411)
C (5.48001, -2.97048, 3.70304)
C (4.26997, -3.82772, 3.32914)
C (3.48578, -3.24131, 2.19873)
C (3.61886, -3.47564, 0.87684)
C (4.52657, -4.45275, 0.20457)
C (3.79755, -5.73847, -0.19223)
C (2.66492, -2.60882, 0.16002)
C (2.53334, -2.45209, -1.17220)
C (1.60409, -1.51725, -1.86539)
C (0.56528, -2.03314, -2.99789)
C (0.78233, -3.49104, -3.36887)
C (1.99831, -3.72010, -4.26466)
C (-0.40430, -0.22535, -3.84007)
C (-0.52527, 0.55189, -2.46894)
C (-1.14854, 1.92413, -2.41670)
C (-1.41425, 2.78744, -1.43771)
N (-0.96947, 0.72921, 0.52634)
C (-1.28691, 1.95847, 1.05845)
C (-0.94079, 2.08624, 2.51432)
C (-0.20294, 1.18935, 3.20659)
N (0.41751, 0.00268, 2.73453)
C (1.19523, -0.51153, 3.70837)
C (2.07199, -1.58558, 3.56798)
C (2.44206, -2.21383, 2.36279)
N (1.94610, -1.91391, 1.16164)
C (1.00415, 0.28704, 4.93544)
C (0.17593, 1.30415, 4.63364)
C (-0.26244, 2.43229, 5.50984)
C (0.58708, 3.69104, 5.31588)
C (1.70399, 0.00046, 6.22504)
C (3.15888, 0.47567, 6.22247)
C (-2.44935, 3.98107, 0.02226)
C (-2.50759, 3.82211, -1.48469)
C (-2.83385, 4.74744, -2.61906)
C (-1.62015, 5.53645, -3.09788)
C (-2.79331, 5.15731, 0.89815)
C (-1.82210, 6.33318, 0.86067)
N (0.91913, -0.62767, -0.98288)
C (-1.08228, 0.31272, -5.06993)
C (-0.31954, 1.47610, -5.69700)
H (6.04283, -3.41993, 4.52065)
H (5.17161, -1.97039, 4.01330)
H (6.15266, -2.85546, 2.85194)
H (3.61769, -3.94292, 4.19828)
H (4.59273, -4.83532, 3.06134)
H (5.36036, -4.68604, 0.86835)
H (4.96811, -3.98917, -0.68164)
H (3.38805, -6.23784, 0.68674)
H (4.47547, -6.43056, -0.69068)
H (2.96766, -5.52775, -0.86906)
H (3.16233, -3.08050, -1.78979)
H (-0.09640, -3.89257, -3.87139)
H (0.87991, -4.07196, -2.44564)
H (1.82223, -3.33657, -5.27045)
H (2.22750, -4.78194, -4.35563)
H (2.89601, -3.22147, -3.89217)
H (-1.66963, 2.17033, -3.34177)
H (-1.30269, 2.94872, 3.06231)
H (2.59478, -1.90449, 4.45844)
H (-0.21831, 2.11807, 6.55350)
H (-1.31152, 2.66024, 5.30589)
H (1.63169, 3.49698, 5.56133)
H (0.23344, 4.49794, 5.95725)
H (0.55222, 4.03793, 4.28191)
H (1.66376, -1.07315, 6.42803)
H (1.16241, 0.47988, 7.04184)
H (3.72484, 0.02243, 5.40744)
H (3.65311, 0.22093, 7.15967)
H (3.21101, 1.55757, 6.09534)
H (-3.63846, 5.42039, -2.31038)
H (-3.23911, 4.15847, -3.44933)
H (-1.20509, 6.14988, -2.29736)
H (-1.88384, 6.19729, -3.92278)
H (-0.83113, 4.86551, -3.44070)
H (-2.90774, 4.79726, 1.92603)
H (-3.78661, 5.51014, 0.60755)
H (-0.86896, 6.10289, 1.33243)
H (-2.24791, 7.18747, 1.38653)
H (-1.61876, 6.64659, -0.16384)
H (-2.11108, 0.60422, -4.83187)
H (-1.16814, -0.49776, -5.80073)
H (-0.15737, 2.28817, -4.98509)
H (-0.85088, 1.88697, -6.55535)
H (0.66265, 1.15180, -6.04645)
C (3.16685, 0.40199, -3.02818)
C (1.85286, -0.27302, -2.80427)
C (0.99414, -0.84845, -3.92184)
C (-0.95961, -1.41496, -3.02297)
C (-2.00416, -2.33710, -3.58904)
N (-1.36532, -0.50876, -1.94674)
N (0.89313, 0.46408, -1.88382)
B (-2.67905, -0.60301, -1.17816)
N (-3.03424, 0.80655, -0.43626)
N (-2.34607, 0.90239, 0.82248)
C (-1.19422, 3.08658, 0.07235)
C (0.13658, 3.81514, 0.22164)
C (-3.59905, 3.19088, -0.57601)
C (-3.79327, 1.75567, -0.85984)
C (-4.78257, 1.49651, -1.95674)
N (-2.59314, -1.76021, -0.12825)
N (-1.57499, -1.91640, 0.77766)
C (-1.84492, -2.99330, 1.50589)
C (-0.91263, -3.45051, 2.57874)
C (-3.05782, -3.54923, 1.09889)
C (-3.50130, -2.73952, 0.07125)
C (-4.75350, -2.86872, -0.73095)
H (3.86140, -0.27496, -3.52921)
H (3.03766, 1.28347, -3.66002)
H (3.60407, 0.72023, -2.08142)
H (1.44903, -1.00644, -4.89785)
H (-1.68750, -2.75585, -4.54482)
H (-2.21998, -3.17025, -2.91547)
H (-2.93054, -1.78820, -3.75914)
H (-3.63547, -0.83814, -1.86381)
H (0.94535, 3.11663, -0.00359)
H (0.20311, 4.64733, -0.48035)
H (0.28217, 4.19732, 1.23259)
H (-4.51401, 3.77113, -0.62070)
H (-5.56850, 2.24858, -1.90451)
H (-4.29635, 1.59161, -2.93213)
H (-5.21246, 0.50287, -1.88936)
H (-0.59458, -2.61513, 3.20391)
H (-1.39395, -4.18903, 3.21727)
H (-0.01767, -3.91149, 2.15393)
H (-3.55088, -4.41928, 1.49733)
H (-5.35818, -3.68031, -0.33044)
H (-5.34856, -1.95688, -0.69880)
H (-4.53893, -3.08567, -1.77800)

Orbital gap (spin up / spin down) in eV: 5.65 / 6.37
Multiplicity: 4
HOMO level (spin up / spin down) in hartree: -0.3269 / -0.3578
Lowest unoccupied orbital energy (spin up / spin down) in eV: -3.247 / -3.367
Total charge: +1
Expectation value of S²: 3.84

It is run ii that is the most stable of them.

Run i
The following is a DFT calculation (ωB97M-V with the def2-TZVPD basis set) of 3 unconnected molecules or ions with the total composition C3H14NO2.

Element x y z (Å)
C (-1.35513, 0.71176, 0.19285)
C (-1.47565, -0.18617, 1.41894)
C (-0.28994, -0.17665, 2.38617)
N (-0.09656, 0.43165, -0.58290)
H (-2.23632, 0.54158, -0.40500)
H (-1.27376, 1.75605, 0.46533)
H (-1.75335, -1.19722, 1.10901)
H (-2.38415, 0.15760, 1.90086)
H (0.24046, -1.12535, 2.35612)
H (0.46389, 0.61168, 2.28289)
H (-0.66529, -0.14796, 3.40314)
H (0.68687, 0.54147, 0.05464)
H (-0.04788, -0.46753, -1.07005)
H (0.00694, 1.14457, -1.30096)
H (3.23693, 1.79325, -1.30409)
H (2.64606, 0.54937, -1.95123)
O (2.47018, 1.21000, -1.26270)
H (1.29066, -1.95497, -2.97647)
H (-0.12899, -2.34967, -2.48122)
O (0.66506, -1.84345, -2.23531)

Orbital gap in eV: 12.46
HOMO level in hartree: -0.5729
Lowest unoccupied orbital energy in eV: -3.129
Total charge: +1

Run ii
The following is a DFT calculation (ωB97M-V with the def2-TZVPD basis set) of 3 unconnected molecules or ions with the total composition C3H14NO2.

Element x y z (Å)
C (0.10167, 0.51285, 0.30261)
C (0.34077, 0.13724, 1.66275)
C (-0.82841, 0.68337, 2.48190)
N (1.10142, -0.10569, -0.69810)
H (-0.82718, 0.01192, -0.01912)
H (0.17747, 1.54281, -0.04052)
H (1.24404, 0.51387, 2.11629)
H (0.36293, -0.97779, 1.52544)
H (-0.64744, 1.71504, 2.78107)
H (-1.71660, 0.42837, 1.95171)
H (-0.86481, 0.02412, 3.40929)
H (1.98911, -0.38300, -0.27962)
H (0.59075, -0.89165, -1.08489)
H (1.44105, 0.49200, -1.47370)
H (-1.07248, -2.54773, -0.64828)
H (-0.09941, -3.20858, -1.73101)
O (-0.19084, -2.38534, -1.15574)
H (0.00753, 2.11172, -2.81135)
H (-0.88945, 1.15580, -3.48432)
O (-0.22013, 1.17066, -2.80442)

Orbital gap in eV: 12.50
HOMO level in hartree: -0.5712
Lowest unoccupied orbital energy in eV: -3.041
Total charge: +1

It is run i that is the most stable of them.